Entry 1:
Below is 4 unconnected molecules or ions with the total composition C34H65F3N2O19S4 in a non-equilibrium geometry, with properties calculated with wB97M-V/def2-TZVPD.

Each line ends with the Löwdin charge.
Atoms and positions in Å:
O  2.721  -4.901  4.799  -0.2873
C  2.554  3.197  -2.544  -0.0595
H  1.406  5.754  -0.110  0.1342
H  2.761  2.034  4.088  0.0662
H  -4.206  -1.589  0.338  0.0886
H  1.643  3.272  -3.233  0.0668
H  -0.793  3.952  2.749  0.1471
S  4.798  -0.629  4.143  0.6092
H  -3.713  -1.822  -6.231  0.0917
H  -3.043  2.988  0.713  0.1278
H  -0.178  6.243  -2.283  0.0947
H  -2.144  -4.148  2.217  0.1400
H  8.038  -1.696  3.296  0.1236
H  -4.701  -0.383  -6.018  0.0745
C  4.202  -1.333  5.650  -0.1100
H  -6.366  -1.959  -1.209  0.0771
H  -1.337  2.974  -0.887  0.1187
H  -0.640  -3.109  0.630  0.1315
C  -3.284  -2.444  3.047  -0.3361
H  2.146  -1.588  -3.443  0.1039
H  4.225  -2.419  5.571  0.0681
H  3.486  4.323  -0.871  0.1337
C  2.254  -0.524  -3.013  -0.1020
H  -3.289  -0.624  -4.987  0.0465
H  -3.157  3.828  2.347  0.1324
C  1.525  5.314  -1.168  -0.3483
C  7.169  -1.058  3.110  -0.2661
H  1.914  7.427  -2.096  0.0773
H  3.362  -0.204  -3.166  0.1079
H  -1.775  -0.363  -6.903  0.1241
H  2.185  0.088  1.224  0.1310
O  1.229  1.858  -0.310  -0.0991
F  -0.766  2.586  -4.459  0.0609
H  -3.188  -3.395  0.919  0.1229
H  3.422  3.740  -3.104  0.0868
H  0.553  -2.005  -1.167  0.1435
H  -0.402  4.187  0.973  0.1137
H  1.443  -2.775  0.614  0.0504
O  2.054  -0.599  -1.575  -0.2139
O  -4.429  1.841  -8.759  -0.2823
H  -5.139  -2.496  2.477  0.1159
C  0.133  -0.265  0.171  -0.1368
H  2.243  -7.535  3.573  0.0783
O  -3.207  -0.291  -8.346  -0.2661
H  -0.429  -3.326  5.100  0.0563
C  -0.682  -3.643  6.114  -0.0820
C  1.331  -0.708  1.197  -0.2055
H  -2.808  1.059  -6.814  0.1136
N  1.994  -2.003  0.983  0.0022
N  -5.935  -1.649  -2.106  0.0538
H  0.961  -0.721  2.306  0.1075
H  -3.434  0.513  -10.992  0.0738
H  8.089  0.768  3.810  0.0855
H  1.656  3.638  0.956  0.1161
C  -2.494  -3.110  1.811  -0.0727
C  2.403  6.393  -2.040  -0.1014
H  -4.214  -1.081  -10.708  0.0747
C  -0.988  3.487  1.698  -0.1213
H  -0.710  5.062  -0.974  0.0478
O  -1.097  -0.060  3.594  -0.3061
H  3.174  -0.990  5.794  0.0802
C  1.802  -7.341  4.553  -0.1220
H  1.376  -3.777  6.781  0.1086
H  0.073  -0.564  -2.168  0.1092
H  -1.565  -4.283  6.041  0.0856
C  7.640  0.369  2.897  -0.0762
S  1.473  -5.608  4.663  0.6029
F  -1.648  0.552  -3.838  0.0657
C  0.670  -0.842  -1.229  -0.1566
H  3.465  6.400  -1.576  0.0809
H  0.864  -7.888  4.649  0.0760
O  -2.852  -2.462  4.251  0.0489
C  1.990  2.948  0.107  -0.1639
C  -3.674  -0.755  -5.999  -0.0740
O  -0.372  1.885  -2.301  -0.0271
C  -3.767  -1.189  -0.630  -0.0826
F  -2.562  2.562  -3.024  0.0856
H  -1.964  -0.739  -1.715  0.1031
H  -5.204  0.332  -11.164  0.0771
C  0.471  -4.390  6.756  -0.2660
C  -1.302  -0.990  0.528  -0.3223
O  4.152  -1.280  3.037  -0.2723
H  -6.146  -0.623  -2.129  0.0879
H  6.667  -1.447  2.220  0.1181
H  -2.018  1.268  -0.960  0.1249
C  0.641  1.962  2.843  -0.0631
C  2.403  3.964  -1.124  -0.2642
C  -4.442  -1.841  -1.973  -0.3574
C  -2.807  -0.018  -7.004  -0.2686
C  -4.318  0.000  -10.617  -0.1268
O  0.725  -5.632  6.101  -0.2631
O  -3.778  -2.434  -2.876  0.0339
H  -2.750  5.044  -0.206  0.0831
H  2.553  5.999  -3.128  0.0861
H  -0.935  -2.751  6.691  0.0894
C  1.834  1.868  3.416  0.1462
H  2.907  2.131  -2.316  0.0767
H  4.824  -0.986  6.475  0.0773
S  -1.737  0.749  2.459  0.8214
C  -1.349  1.875  -3.337  -0.3962
H  3.027  2.542  0.470  0.1450
H  -4.024  -0.055  -0.706  0.1326
C  -0.506  1.954  1.665  -0.2597
O  -4.575  -1.776  2.880  -0.0008
H  -1.914  -2.528  -1.120  0.1332
O  -2.680  5.131  0.773  -0.1044
H  -0.537  -2.250  2.355  0.1253
C  -1.136  -2.360  1.374  -0.1006
O  -2.912  1.395  3.140  -0.2873
H  2.501  -7.623  5.340  0.0749
O  -2.279  -0.128  1.173  -0.2500
H  6.806  1.024  2.634  0.0683
C  -1.041  1.851  -0.971  -0.0196
S  -4.551  0.415  -8.914  0.6054
C  -2.151  -1.450  -0.811  -0.0902
C  -2.532  3.807  1.365  -0.2432
H  1.582  0.258  -3.523  0.0933
O  4.809  0.806  4.283  -0.3021
O  6.322  -1.169  4.253  -0.2583
C  0.012  1.399  0.220  -0.2400
O  -5.693  -0.311  -8.421  -0.2831
H  0.211  -4.625  7.792  0.1229
H  2.506  -2.252  1.854  0.0631
H  -0.054  4.447  -2.673  0.0665
O  0.508  -5.263  3.650  -0.2907
C  0.064  5.200  -1.820  -0.0721
H  8.373  0.418  2.088  0.0816

SMILES = C#C[C@@]1(CCO)[C@@](COC(F)(F)F)(OC[C@@H](C)C(C)C)[C@](CN)(COC)[C@@](CCC(N)=O)(CCC(=O)O)OS1(=O)=O.CCOS(C)(=O)=O.CCOS(C)(=O)=O.CCOS(C)(=O)=O
total charge = 0

=====

Entry 2:
Below is a molecular structure, C34H65InN2O3SSbSi6 in a non-equilibrium geometry, with properties calculated with wB97M-V/def2-TZVPD.

Each line ends with the Löwdin charge.
Atoms and positions in Å:
H  5.746  -0.136  0.858  0.1075
C  -1.662  0.553  -4.253  -0.0333
H  3.109  3.808  -4.696  0.1345
H  4.593  -1.034  -1.609  0.0236
C  1.215  2.778  -4.886  -0.0390
H  -1.555  -3.674  2.159  -0.0063
H  -1.219  0.398  4.543  0.0410
C  1.054  -3.794  3.629  -0.2225
H  -3.414  2.565  -2.289  0.0270
C  -2.467  1.738  1.130  -0.4585
H  -6.138  -0.138  1.499  0.0760
H  -5.975  1.089  0.206  0.0251
H  3.443  0.863  1.206  0.1099
S  2.184  3.123  0.292  0.6546
H  1.163  -1.711  -3.683  0.0263
H  2.901  3.887  -2.190  0.0991
H  -5.530  -0.341  -1.400  0.0894
H  -2.457  -0.014  -4.787  0.1301
C  0.221  2.041  -4.257  -0.1639
Si  2.270  -2.954  2.458  0.3624
H  0.043  -6.784  0.211  0.0416
H  0.263  1.112  3.662  0.0364
H  -2.165  -5.244  1.633  0.0511
C  3.759  -4.057  2.072  -0.2199
H  -5.118  3.608  1.299  0.0243
H  6.921  3.450  -1.146  0.1173
C  6.501  1.612  -0.115  -0.0799
C  -3.450  -1.143  2.143  -0.1468
H  -0.903  1.562  -5.974  0.1185
C  -1.097  3.783  3.089  -0.1782
H  -2.084  -5.570  -1.529  0.0594
Si  2.614  -2.531  -1.814  0.2956
H  2.136  -3.142  -4.170  0.0536
C  2.239  3.235  -2.791  0.0038
H  -4.334  -1.833  2.036  0.0692
H  2.280  -0.561  3.420  0.0283
O  -3.599  -0.536  -0.483  -0.3071
C  -1.820  4.389  -0.565  -0.1667
H  -0.213  3.875  2.459  0.0102
C  2.941  -1.459  3.437  -0.2082
H  -2.485  -1.644  1.902  0.0132
H  -0.788  -0.147  2.947  -0.0017
In  -0.326  1.030  0.177  0.8423
N  1.289  2.176  -0.796  -0.1828
C  -3.458  2.323  4.117  -0.1693
C  -1.518  0.415  -2.883  -0.1072
H  4.299  -4.200  3.015  0.0404
Si  -0.497  -4.418  -0.075  0.3397
H  3.963  -1.009  -3.275  0.0427
C  3.673  -1.053  -2.225  -0.2169
C  2.246  3.318  -4.180  -0.0506
C  1.537  -2.691  -3.340  -0.2299
C  0.278  1.879  -2.877  -0.1957
C  -4.650  -1.029  -1.303  -0.1281
C  -0.824  1.410  -4.929  0.0282
H  4.704  4.492  -0.742  0.1128
H  -4.147  3.095  3.756  0.0208
C  -1.834  -4.247  1.274  -0.2282
H  3.129  -1.711  4.462  0.0252
H  1.183  -5.796  1.138  -0.0065
H  4.246  -4.267  -2.590  0.0579
H  -5.682  1.527  1.884  0.0192
H  -2.139  -0.320  -2.339  0.1055
H  -0.652  3.787  4.124  0.0700
H  -1.756  4.628  2.942  0.0306
H  -3.912  4.782  1.938  0.0213
O  1.713  2.636  1.579  -0.3566
H  -4.330  -1.153  -2.336  0.0718
H  -2.659  -3.653  0.799  0.0309
H  3.203  -0.085  -1.942  0.0246
O  2.025  4.515  -0.124  -0.2858
C  -4.314  4.312  1.050  -0.1590
C  -1.382  -4.713  -1.683  -0.2292
H  -3.401  -0.741  3.130  0.0063
H  -0.662  -4.921  -2.498  0.0208
C  -0.797  0.768  3.596  -0.1900
C  3.661  -4.113  -1.640  -0.2062
C  6.166  2.878  -0.581  -0.0625
Si  -1.946  2.153  2.949  0.3795
H  7.515  1.181  -0.279  0.1285
C  0.650  -5.885  0.215  -0.2058
H  -1.222  4.814  0.273  0.0394
H  3.098  -5.040  -1.421  0.0165
H  1.519  -3.899  4.629  0.0489
H  0.660  -3.370  -3.098  0.0112
C  3.879  2.675  0.153  -0.2798
C  4.894  3.475  -0.441  -0.0266
H  -3.964  1.323  4.244  0.0385
C  1.285  2.460  -2.117  -0.3170
Si  -3.118  3.204  0.113  0.3789
N  -0.600  1.109  -2.191  0.0512
H  0.720  -4.768  3.223  0.0262
H  1.403  -6.040  -0.546  0.0129
H  4.365  -3.977  -0.828  -0.0036
H  -4.873  3.409  -1.723  0.0572
H  3.524  -5.085  1.725  0.0386
Sb  0.987  -2.225  0.211  0.8325
C  -5.512  0.755  1.139  -0.1451
H  1.147  2.840  -5.959  0.1174
C  -4.089  2.681  -1.428  -0.1585
H  -1.896  -3.794  -2.063  0.0388
C  5.522  0.857  0.473  -0.0830
C  4.233  1.417  0.643  -0.0632
H  -4.982  -2.027  -0.983  0.0945
H  0.191  -3.126  3.704  0.0174
H  -2.300  5.222  -1.108  0.0514
Si  -3.699  0.263  0.933  0.2785
H  3.928  -1.232  3.053  0.0130
H  -4.564  1.691  -1.412  -0.0051
H  -3.068  2.622  5.124  0.0497
H  -1.039  3.941  -1.219  0.0199
H  -4.582  5.116  0.373  0.0421
H  4.434  -3.613  1.361  0.0015

total charge = +1

=====

| no. | HOMO-LUMO gap (eV) |
| --- | --- |
| 1 | 8.425 |
| 2 | 6.340 |